Density functional theory data (the ωB97M-V functional and the def2-TZVPD basis) for 7 unconnected molecules or ions with the total composition C36H76F18N3O27P6 in a non-equilibrium geometry.

```
166
Properties=species:S:1:pos:R:3:mulliken_charge:R:1
P 9.208 5.737 -4.035 1.165
P -2.518 -6.410 -1.472 1.293
P 7.100 -2.738 -2.537 1.052
P -2.075 -6.645 -8.434 1.055
P -3.297 5.388 7.409 1.241
P 5.724 3.361 0.621 0.913
F -10.653 3.260 3.036 -0.265
F -6.617 -0.888 0.678 -0.359
F -12.340 1.705 5.473 -0.233
F -4.383 0.633 0.614 -0.368
F -7.978 0.870 -0.230 -0.295
F -10.875 0.559 6.524 -0.252
F -9.219 0.478 4.416 -0.254
F -7.798 2.348 2.993 -0.235
F -11.876 1.510 2.794 -0.331
F -6.488 2.279 0.364 -0.302
F -10.394 1.859 0.755 -0.306
F -9.743 2.427 5.165 -0.325
F -9.700 0.111 1.768 -0.267
F -4.964 1.498 2.594 -0.277
F -7.105 -0.235 2.672 -0.288
F -11.837 -0.342 4.825 -0.225
F -8.519 3.306 1.216 -0.333
F -0.080 -2.544 2.037 -0.395
O -1.603 -6.641 -7.020 -0.485
O 9.609 6.889 -5.145 -0.439
O 4.949 1.881 0.417 -0.241
O -2.072 -6.384 -0.033 -0.625
O 6.573 4.670 0.091 -0.263
O 10.057 4.536 -4.736 -0.327
O -3.258 -7.823 -8.383 -0.279
O 1.423 3.811 3.394 -0.328
O 6.174 -2.779 -3.928 -0.249
O 8.137 4.625 -3.394 -0.210
O -3.567 -7.723 -1.310 -0.279
O -3.939 3.964 6.929 -0.409
O 5.793 -3.228 -1.682 -0.300
O 9.869 6.249 -2.805 -0.670
O -4.541 5.597 8.499 -0.274
O -1.395 -5.254 -9.014 -0.449
O 8.183 -3.376 -1.465 -0.452
O -1.174 -7.618 -9.381 -0.345
O -2.558 5.717 5.969 -0.481
O -2.130 5.204 8.313 -0.661
O 7.354 -1.280 -2.392 -0.512
O 7.036 2.577 1.167 -0.349
O -1.569 -7.360 -2.390 -0.410
O 1.076 5.166 6.177 -0.487
O 4.927 3.948 1.736 -0.531
O -1.686 -5.027 -1.934 -0.457
O 0.211 2.015 2.894 -0.424
N -1.958 -1.184 1.955 0.681
N -0.242 0.356 1.391 0.155
N -1.493 -0.625 -0.297 -0.488
C -10.210 1.375 4.460 0.761
C -1.250 -2.234 2.697 0.332
C 9.746 4.142 -6.075 -0.786
C 7.655 5.183 0.872 -0.737
C 6.861 5.133 -2.964 -0.552
C 0.142 0.635 2.771 -0.413
C -0.274 -5.086 -2.069 -0.637
C -6.558 0.170 1.518 0.511
C 8.073 2.224 0.238 -0.552
C -10.619 1.928 3.058 0.541
C -4.580 -7.405 -7.991 -0.717
C 7.936 -3.259 -0.068 -0.627
C -2.858 -3.600 4.140 -1.129
C 3.810 1.866 -0.454 -0.736
C -4.919 -7.437 -0.913 -0.729
C 6.889 -2.823 -5.180 -0.744
C -1.916 4.660 5.267 -0.444
C -1.634 -7.256 -3.824 -0.816
C -11.382 0.805 5.304 0.566
C -9.749 1.448 1.864 0.618
C -2.922 -0.391 2.741 -0.906
C 5.591 -4.624 -1.449 -0.809
C -8.328 2.101 1.787 0.564
C 2.339 4.420 4.290 -0.455
C -1.182 -0.468 1.065 -0.620
C -4.847 3.941 5.827 -0.573
C 10.944 6.940 -5.641 -0.644
C -2.113 -3.500 2.778 -0.657
C 1.697 5.612 4.977 -0.574
C -5.056 0.426 1.766 0.625
C -1.273 -7.509 -10.804 -0.776
C 0.007 -5.215 -9.260 -0.641
C -4.388 -0.774 2.439 -1.477
C -7.334 1.349 0.841 0.638
C -4.760 6.937 8.985 -0.749
C 1.374 2.442 3.588 -0.269
H 6.303 5.540 -3.809 0.442
H 1.228 2.246 4.658 0.318
H 2.430 6.392 5.185 0.472
H 7.950 2.722 -0.725 0.223
H -4.559 -6.958 -6.994 0.306
H -4.935 -6.923 0.051 0.323
H -0.265 -7.475 -11.216 0.249
H 11.651 6.446 -4.980 0.334
H 10.987 6.491 -6.635 0.250
H 9.031 2.515 0.664 0.246
H -4.917 -1.056 3.344 0.508
H 5.362 -4.767 -0.394 0.251
H -5.447 -8.383 -0.819 0.242
H -5.045 7.601 8.169 0.321
H 7.475 -3.738 -5.257 0.323
H 6.157 -2.808 -5.984 0.226
H 7.242 -2.455 0.166 0.311
H -5.217 -8.286 -7.972 0.239
H 10.676 4.074 -6.637 0.260
H 3.044 2.563 -0.096 0.331
H 0.198 -5.320 -10.329 0.262
H -2.872 -3.387 2.008 0.140
H -2.769 -0.612 3.800 0.644
H -2.553 4.324 4.444 0.284
H -0.619 -7.196 -4.210 0.263
H 2.299 1.999 3.190 0.292
H 7.607 6.268 0.803 0.297
H 8.895 -3.059 0.408 0.270
H -1.002 5.061 4.841 0.004
H 2.656 3.750 5.094 0.416
H 9.084 4.854 -6.572 0.406
H 6.298 4.308 -2.537 -0.108
H -5.422 -6.829 -1.665 0.316
H -0.484 0.149 3.514 0.134
H 3.404 0.854 -0.455 0.208
H -2.803 -4.615 4.521 0.353
H 8.603 4.858 0.443 0.261
H 4.746 -4.967 -2.048 0.269
H 9.269 3.162 -6.055 0.253
H 0.125 -4.148 -1.681 0.143
H 7.554 -4.204 0.321 0.261
H -2.185 -6.373 -4.150 0.370
H 8.058 1.145 0.089 0.231
H -3.914 -3.370 4.008 0.252
H -0.004 -5.159 -3.124 0.266
H -1.788 -8.386 -11.193 0.263
H 0.825 5.951 6.671 0.271
H 3.237 4.779 3.786 0.311
H 0.925 5.987 4.294 0.267
H -1.809 -6.609 -11.113 0.392
H -2.747 0.676 2.613 0.774
H -2.443 -2.882 4.847 0.310
H -0.872 -1.352 -0.654 0.286
H 7.595 4.879 1.914 0.348
H 0.257 0.851 0.664 0.281
H -4.545 3.142 5.150 0.052
H 1.157 0.238 2.906 0.686
H 4.097 2.126 -1.473 0.343
H 0.161 -5.917 -1.519 0.379
H -1.669 3.819 5.911 0.386
H -3.862 7.316 9.476 0.351
H 11.207 7.992 -5.732 0.271
H 0.356 -4.232 -8.948 0.262
H -1.516 -4.379 2.554 0.591
H -4.853 4.884 5.276 0.399
H -4.448 -1.596 1.729 0.493
H -5.852 3.736 6.197 0.330
H -2.115 -8.146 -4.224 0.385
H 0.546 -5.983 -8.711 0.329
H 6.472 -5.217 -1.701 0.395
H -0.978 -1.904 3.707 0.446
H -5.572 6.901 9.707 0.232
H -1.302 0.252 -0.773 0.311
H 6.995 5.902 -2.203 0.336
H -4.988 -6.692 -8.707 0.315
H 7.544 -1.955 -5.276 0.336
```

The calculation puts the HOMO energy at -11.05 eV. As for the spin multiplicity: 1. The net charge is +1. As for the strongest force on any atom: 0.162 hartree/bohr. As for the total energy: -7458.38696 Eh. The value obtained for the HOMO-LUMO gap is 7.443 eV.